# 1
# C3H2O2Zn

C3H2O2Zn as an isolated structure in a non-equilibrium geometry (wB97M-V/def2-TZVPD, the OMol25 dataset).

Geometry (Å):
H 2.94 -0.99 1.21
O -1.48 -0.97 0.52
O -0.88 0.99 0.00
C -2.64 -0.18 0.37
C -2.32 1.08 0.01
C -0.45 -0.19 0.32
H -3.57 -0.72 0.50
Zn 1.47 -0.65 0.61

Total charge ... 0
Largest force on an atom ... 1.28 eV Å⁻¹
Gap between HOMO and LUMO ... 7.77 eV
HOMO level ... -8.47 eV
Energy relative to the best compared isomer or geometry (same formula, charge and spin) ... 44.7 kcal per mole

The net atomic charges from Löwdin, expressed in e, are: -0.143 -0.035 -0.102 -0.161 -0.050 -0.413 0.103 0.803

---

# 2
# C2H3NO2P2

C2H3NO2P2 as an isolated structure in a non-equilibrium geometry (wB97M-V/def2-TZVPD, the OMol25 dataset).

Geometry (Å):
C 1.50 -0.15 0.11
C -0.05 -0.21 -0.05
N 2.33 0.82 0.39
O 2.01 -1.34 -0.14
O 4.93 1.48 0.31
P 3.66 -1.46 -0.29
P 3.87 0.54 0.03
H -0.60 -0.59 0.86
H -0.35 0.77 -0.17
H -0.29 -0.89 -0.86

Total charge ... 0
Largest force on an atom ... 3.09 eV Å⁻¹
Gap between HOMO and LUMO ... 8.78 eV
HOMO level ... -8.87 eV
Energy relative to the best compared isomer or geometry (same formula, charge and spin) ... 1.7 kcal per mole

Atomic partial charges in e from the Löwdin method, atoms 1 to 8: -0.532 0.023 -0.091 -0.439 -0.368 0.744 0.427 0.110

---

# 3
# C5H7N3

An isolated molecule of C5H7N3 in a non-equilibrium geometry (wB97M-V/def2-TZVPD, the OMol25 dataset).

Geometry (Å):
C -1.25 -1.35 -0.59
C 0.26 0.49 0.16
C 1.72 0.79 0.20
C -0.39 0.40 1.47
C -0.59 1.39 -0.64
H -1.78 -1.31 0.37
H -1.77 -0.86 -1.36
H -1.05 -2.37 -0.84
H 0.68 -1.45 0.11
H 2.14 0.60 -0.80
H 1.78 1.83 0.36
H 2.26 0.30 1.03
N 0.14 -0.82 -0.52
N -1.06 0.21 2.39
N -1.09 2.14 -1.36

Total charge ... 0
Largest force on an atom ... 2.31 eV Å⁻¹
Gap between HOMO and LUMO ... 11.21 eV
HOMO level ... -10.57 eV
Energy relative to the best compared isomer or geometry (same formula, charge and spin) ... 51.4 kcal per mole
SMILES ... CNC(C)(C#N)C#N

Atomic partial charges in e from the Löwdin method, atoms 1 to 8: -0.092 -0.555 -0.019 -0.173 -0.156 0.079 0.064 0.078

---

# 4
# CH14NO4

A 5-piece molecular cluster, CH14NO4 overall in a non-equilibrium geometry (wB97M-V/def2-TZVPD, the OMol25 dataset).

Geometry (Å):
C -1.58 -1.79 -0.42
N -0.19 -1.14 -0.31
H -1.66 -2.55 0.43
H -1.73 -2.04 -1.45
H -2.36 -0.97 -0.16
H 0.08 -0.63 0.61
H 0.55 -1.80 -0.57
H -0.11 -0.46 -1.06
H 1.82 1.34 4.89
H 3.01 2.26 4.75
O 2.69 1.43 4.51
H -2.61 1.45 -3.85
H -2.50 2.58 -2.91
O -1.98 1.83 -3.17
H 1.32 1.03 -2.33
H 0.15 0.48 -3.40
O 0.82 0.21 -2.72
H 1.90 -1.06 2.34
H 1.19 0.27 2.74
O 1.22 -0.44 2.08

Total charge ... +1
Largest force on an atom ... 3.26 eV Å⁻¹
Gap between HOMO and LUMO ... 11.62 eV
HOMO level ... -14.54 eV
Energy relative to the best compared isomer or geometry (same formula, charge and spin) ... 31.2 kcal per mole

Atomic partial charges in e from the Löwdin method, atoms 1 to 8: -0.009 0.104 0.121 0.084 0.120 0.143 0.158 0.082

---

# 5
# C58H154N10O19

A 14-piece molecular cluster, C58H154N10O19 overall in a non-equilibrium geometry (wB97M-V/def2-TZVPD, the OMol25 dataset).

Geometry (Å):
C 4.76 -6.23 10.98
O 3.48 -6.60 10.50
C 3.42 -7.18 9.22
C 3.51 -6.14 8.12
N 3.20 -6.62 6.72
C 3.43 -5.57 5.77
C 2.36 -4.45 5.81
O 2.89 -3.38 6.63
C 2.11 -2.28 6.49
H 4.64 -5.88 12.01
H 5.16 -5.41 10.38
H 5.44 -7.07 11.06
H 2.45 -7.66 9.11
H 4.25 -7.88 9.17
H 4.54 -5.78 8.17
H 2.92 -5.25 8.34
H 3.81 -7.35 6.38
H 3.40 -6.10 4.82
H 4.46 -5.22 5.79
H 1.42 -4.77 6.24
H 2.13 -4.14 4.79
H 2.44 -1.62 7.30
H 1.05 -2.49 6.66
H 2.24 -1.70 5.57
C -9.14 2.13 3.48
O -7.89 2.25 2.80
C -7.10 3.42 3.13
C -5.65 3.44 2.56
N -4.80 2.37 3.08
C -4.32 2.60 4.43
C -3.15 1.68 4.81
O -1.83 2.04 4.48
C -1.63 1.96 3.04
H -8.91 2.20 4.54
H -9.45 1.10 3.32
H -9.83 2.83 3.01
H -7.09 3.48 4.22
H -7.70 4.30 2.91
H -5.09 4.37 2.56
H -5.79 3.19 1.51
H -5.25 1.48 2.92
H -5.07 2.42 5.21
H -4.01 3.62 4.67
H -3.42 0.68 4.49
H -3.16 1.53 5.89
H -2.24 2.73 2.57
H -1.93 0.97 2.70
H -0.59 2.19 2.85
C -2.12 11.37 -3.45
O -1.18 10.31 -3.25
C -0.54 9.86 -4.46
C 0.36 8.62 -4.25
N -0.39 7.43 -4.04
C 0.50 6.35 -3.65
C -0.07 5.55 -2.46
O -0.41 6.31 -1.32
C 0.68 7.04 -0.79
H -1.80 12.23 -4.04
H -2.52 11.75 -2.51
H -2.95 10.84 -3.92
H 0.04 10.69 -4.87
H -1.29 9.70 -5.24
H 0.90 8.86 -3.33
H 1.03 8.53 -5.10
H -1.07 7.56 -3.31
H 1.44 6.69 -3.21
H 0.76 5.71 -4.50
H 0.68 4.84 -2.14
H -1.01 5.06 -2.73
H 1.61 6.49 -0.66
H 0.38 7.38 0.20
H 0.97 7.91 -1.38
C -3.85 0.94 -6.89
O -2.67 1.19 -6.10
C -2.82 2.30 -5.15
C -1.58 2.19 -4.27
N -0.43 3.01 -4.72
C 0.23 2.36 -5.85
C 1.34 3.19 -6.50
O 0.84 4.42 -6.99
C 1.70 5.07 -7.92
H -4.67 0.62 -6.25
H -3.56 0.17 -7.60
H -4.18 1.78 -7.51
H -3.69 2.16 -4.51
H -2.83 3.23 -5.72
H -1.39 1.16 -3.97
H -1.77 2.68 -3.31
H -0.69 3.94 -5.00
H -0.39 2.20 -6.73
H 0.65 1.42 -5.47
H 1.84 2.61 -7.28
H 1.93 3.62 -5.69
H 2.48 5.62 -7.39
H 1.08 5.83 -8.40
H 2.07 4.39 -8.68
C -2.23 -1.10 -1.99
O -2.89 -1.46 -3.18
C -4.17 -2.00 -3.14
C -4.55 -2.37 -4.60
N -5.84 -3.17 -4.62
C -6.42 -3.59 -5.89
C -7.06 -2.38 -6.66
O -8.37 -2.01 -6.18
C -8.96 -1.00 -7.10
H -1.15 -1.12 -2.14
H -2.40 -1.83 -1.20
H -2.53 -0.16 -1.51
H -4.93 -1.34 -2.71
H -4.16 -2.95 -2.59
H -3.74 -2.94 -5.06
H -4.53 -1.46 -5.20
H -6.51 -2.79 -3.97
H -7.22 -4.26 -5.61
H -5.71 -4.06 -6.57
H -7.25 -2.83 -7.63
H -6.41 -1.50 -6.73
H -9.90 -0.60 -6.73
H -9.07 -1.46 -8.09
H -8.27 -0.17 -7.26
C 1.76 -0.04 2.71
C 0.94 -0.24 1.46
C 1.14 0.76 0.26
O 0.54 0.32 -0.97
C 1.09 1.01 -2.08
N 1.25 -1.59 1.01
H 2.83 -0.10 2.55
H 1.42 -0.74 3.47
H 1.55 0.86 3.29
H -0.14 -0.24 1.61
H 2.21 0.77 0.05
H 0.80 1.76 0.53
H 0.60 0.67 -2.99
H 2.15 0.80 -2.24
H 0.87 2.07 -1.96
H 2.23 -1.37 0.92
H 0.82 -1.56 0.09
C 2.95 -4.05 -2.92
C 2.83 -2.90 -1.96
C 4.13 -2.09 -1.61
O 3.80 -1.21 -0.52
C 4.72 -0.20 -0.18
N 1.91 -1.89 -2.48
H 1.97 -4.48 -3.13
H 3.66 -4.81 -2.61
H 3.38 -3.70 -3.86
H 2.45 -3.29 -1.01
H 4.68 -1.73 -2.48
H 4.84 -2.77 -1.14
H 5.64 -0.66 0.19
H 4.19 0.40 0.55
H 5.00 0.44 -1.02
H 1.95 -1.21 -1.74
H 2.37 -1.38 -3.21
C 0.01 -0.96 10.12
C 1.09 0.06 9.78
C 0.69 1.02 8.58
O 0.71 0.22 7.43
C 0.50 0.88 6.23
N 1.38 0.73 11.06
H 0.28 -1.58 10.97
H -0.03 -1.66 9.28
H -0.93 -0.41 10.17
H 2.02 -0.48 9.61
H 1.44 1.81 8.56
H -0.33 1.39 8.66
H 1.28 1.65 6.15
H -0.42 1.46 6.24
H 0.50 0.29 5.32
H 2.07 1.45 10.93
H 0.52 1.10 11.46
C 1.47 -6.93 2.31
C 1.12 -5.66 1.52
C -0.30 -5.52 0.92
O -0.54 -6.51 -0.05
C -0.34 -6.08 -1.40
N 1.41 -4.46 2.33
H 2.47 -6.88 2.76
H 1.49 -7.79 1.64
H 0.84 -7.09 3.19
H 1.86 -5.68 0.72
H -0.40 -4.54 0.45
H -1.12 -5.57 1.64
H 0.66 -5.65 -1.49
H -1.03 -5.28 -1.65
H -0.45 -6.89 -2.12
H 2.38 -4.41 2.61
H 1.28 -3.64 1.75
C 0.81 -2.95 -5.79
C 0.30 -1.51 -5.97
C 0.66 -1.06 -7.37
O 2.04 -0.78 -7.42
C 2.62 -0.36 -8.68
N -1.17 -1.53 -5.80
H 1.85 -2.95 -6.13
H 0.37 -3.68 -6.48
H 0.76 -3.26 -4.75
H 0.81 -0.84 -5.28
H 0.03 -0.22 -7.63
H 0.39 -1.86 -8.06
H 3.68 -0.26 -8.43
H 2.22 0.62 -8.97
H 2.43 -1.01 -9.54
H -1.32 -1.52 -4.80
H -1.55 -0.64 -6.09
C 4.58 -3.46 2.12
C 4.67 -2.86 3.52
O 5.25 -1.60 3.42
H 3.74 -3.01 1.59
H 4.38 -4.53 2.19
H 5.48 -3.32 1.53
H 5.13 -3.56 4.22
H 3.66 -2.69 3.87
H 5.17 -1.07 4.22
C -2.03 -2.00 5.05
C -0.89 -2.36 4.13
O -0.83 -3.71 3.76
H -2.91 -2.47 4.61
H -2.14 -0.91 5.10
H -1.85 -2.45 6.02
H 0.03 -2.04 4.61
H -1.07 -1.77 3.23
H -0.08 -3.88 3.18
C 5.46 0.62 -4.40
C 4.06 0.88 -4.94
O 3.28 -0.27 -4.86
H 6.07 1.52 -4.43
H 5.88 -0.19 -5.00
H 5.31 0.27 -3.38
H 4.00 1.23 -5.98
H 3.58 1.69 -4.38
H 3.05 -0.50 -5.76
C 1.06 4.38 1.45
C 1.97 5.30 2.32
O 3.25 4.72 2.58
H 0.04 4.75 1.34
H 0.90 3.49 2.06
H 1.54 4.13 0.51
H 1.45 5.64 3.21
H 2.21 6.25 1.83
H 3.78 4.81 1.79

Total charge ... +1
Largest force on an atom ... 3.97 eV Å⁻¹
Gap between HOMO and LUMO (spin up / spin down) ... 7.18 / 2.18 eV
Spin multiplicity ... 2
HOMO level (spin up / spin down) ... -9.61 / -9.61 eV

Atomic partial charges in e from the Löwdin method, atoms 1 to 8: -0.108 -0.193 -0.228 -0.178 -0.058 -0.234 -0.164 -0.182

---

# 6
# CH4N3P

A 2-piece molecular cluster, CH4N3P overall in a non-equilibrium geometry (wB97M-V/def2-TZVPD, the OMol25 dataset).

Geometry (Å):
C -1.79 3.46 1.18
N 2.21 -2.62 -2.81
N 1.90 -2.19 -1.82
N 1.69 -1.67 -0.79
P -0.91 2.03 1.23
H -1.57 4.38 0.66
H -2.72 3.69 1.73
H 1.01 -0.97 -0.62
H -0.03 2.41 0.30

Total charge ... 0
Largest force on an atom ... 4.37 eV Å⁻¹
Gap between HOMO and LUMO ... 9.94 eV
HOMO level ... -10.03 eV
Energy relative to the best compared isomer or geometry (same formula, charge and spin) ... 86.1 kcal per mole

Atomic partial charges in e from the Löwdin method, atoms 1 to 8: -0.462 0.179 -0.344 0.092 0.717 -0.024 -0.015 0.071

---

# 7
# C4H7N2

An isolated ion of composition C4H7N2 and charge +1 in a non-equilibrium geometry (wB97M-V/def2-TZVPD, the OMol25 dataset).

Geometry (Å):
C 1.14 -0.66 1.42
C 0.15 -0.10 0.45
C 0.02 1.19 0.04
N -0.76 1.18 -1.12
C -1.22 -0.12 -1.32
N -0.69 -0.82 -0.37
H 0.65 -1.53 1.80
H 2.09 -0.99 1.01
H 1.51 0.07 2.20
H 0.50 2.06 0.40
H -0.78 2.04 -1.81
H -1.85 -0.54 -2.14
H -0.74 -1.80 -0.57

Total charge ... +1
Largest force on an atom ... 4.12 eV Å⁻¹
Gap between HOMO and LUMO ... 10.75 eV
HOMO level ... -14.28 eV
Energy relative to the best compared isomer or geometry (same formula, charge and spin) ... 20.0 kcal per mole
SMILES ... Cc1c[nH]c[nH+]1

Atomic partial charges in e from the Löwdin method, atoms 1 to 8: 0.004 -0.238 0.011 0.105 -0.034 0.132 0.073 0.094

---

# 8
# C11H12NO2

A 2-piece molecular cluster, C11H12NO2 overall in a non-equilibrium geometry (wB97M-V/def2-TZVPD, the OMol25 dataset).

Geometry (Å):
C -0.16 -1.90 -2.54
C -1.48 -0.39 -0.89
C -0.04 1.24 -0.58
C -0.48 -0.66 -1.76
C 0.51 0.38 -1.55
C 0.70 2.30 -0.09
C 2.03 2.41 -0.48
C 1.81 0.57 -2.01
C 2.57 1.59 -1.47
N -1.30 0.81 -0.22
H -1.37 0.76 0.84
H -2.41 -0.90 -0.72
H 0.32 2.93 0.70
H -1.04 -2.50 -2.78
H 0.59 -2.48 -1.99
H 2.57 3.30 -0.16
H 2.23 0.00 -2.83
H 3.62 1.67 -1.74
H 0.31 -1.68 -3.50
C -1.07 -1.39 3.91
C -1.58 -0.59 2.71
O -0.91 0.45 2.43
O -2.59 -1.01 2.13
H -0.65 -2.37 3.63
H -1.92 -1.66 4.55
H -0.25 -0.88 4.42

Total charge ... -1
Largest force on an atom ... 1.17 eV Å⁻¹
Gap between HOMO and LUMO ... 7.97 eV
HOMO level ... -4.47 eV
Energy relative to the best compared isomer or geometry (same formula, charge and spin) ... 8.5 kcal per mole

Atomic partial charges in e from the Löwdin method, atoms 1 to 8: -0.068 -0.069 -0.234 -0.232 -0.146 -0.022 -0.118 -0.058

---

# 9
# C16H25MnN4P2STe

C16H25MnN4P2STe as an isolated structure (wB97M-V/def2-TZVPD, the OMol25 dataset).

Geometry (Å):
Mn -0.22 -0.19 -0.07
N -2.18 1.67 -3.11
C -2.40 0.44 -3.68
C -1.89 -0.48 -2.81
N -1.38 0.18 -1.72
C -1.56 1.48 -1.93
C -1.03 2.38 -0.94
N -0.40 1.83 0.11
C 0.04 2.87 0.89
C -0.33 4.05 0.31
N -1.00 3.72 -0.83
H -2.45 2.55 -3.52
H -2.88 0.32 -4.63
H -1.87 -1.55 -2.90
H 0.59 2.73 1.80
H -0.18 5.07 0.63
H -1.40 4.39 -1.47
C 2.06 -2.03 2.00
P 0.68 -0.85 2.01
C 1.17 0.45 3.17
C -0.64 -1.75 2.93
C -1.98 -1.03 2.76
P -2.25 -0.73 0.97
C -3.68 0.37 0.86
C -2.77 -2.34 0.29
H 2.96 -1.56 1.61
H 1.81 -2.89 1.38
H 2.24 -2.36 3.02
H 1.48 -0.02 4.10
H 0.33 1.11 3.37
H 2.01 1.03 2.78
H -0.35 -1.81 3.98
H -0.70 -2.77 2.54
H -2.00 -0.07 3.27
H -2.81 -1.63 3.15
H -4.49 -0.08 1.42
H -3.99 0.49 -0.18
H -3.43 1.34 1.28
H -3.47 -2.80 0.99
H -1.93 -3.01 0.15
H -3.28 -2.20 -0.66
Te 1.68 -0.60 -1.71
C 3.66 -0.54 -2.20
C 4.65 -1.52 -2.10
C 5.83 -1.13 -2.72
C 5.74 0.14 -3.29
S 4.23 0.86 -3.09
H 4.52 -2.48 -1.62
H 6.73 -1.73 -2.76
H 6.53 0.66 -3.82

Total charge ... +3
Largest force on an atom ... 0.95 eV Å⁻¹
Gap between HOMO and LUMO (spin up / spin down) ... 6.25 / 5.95 eV
Spin multiplicity ... 4
HOMO level (spin up / spin down) ... -17.01 / -17.43 eV

Atomic partial charges in e from the Löwdin method, atoms 1 to 8: 0.101 0.172 0.001 -0.090 -0.084 -0.256 -0.234 0.004

---

# 10
# CH8O3

A 3-piece molecular cluster, CH8O3 overall in a non-equilibrium geometry (wB97M-V/def2-TZVPD, the OMol25 dataset).

Geometry (Å):
C -1.66 0.83 0.01
O -2.05 0.39 1.30
H -0.93 0.18 -0.48
H -1.20 1.83 0.06
H -2.61 0.82 -0.53
H -1.29 0.07 1.81
H 0.86 1.26 0.18
H 1.15 -0.21 0.41
O 1.51 0.67 0.55
H 2.54 -2.53 -0.87
H 1.92 -1.29 -1.54
O 1.76 -2.01 -0.90

Total charge ... 0
Largest force on an atom ... 1.89 eV Å⁻¹
Gap between HOMO and LUMO ... 11.19 eV
HOMO level ... -10.57 eV
Energy relative to the best compared isomer or geometry (same formula, charge and spin) ... 9.5 kcal per mole
SMILES ... CO.O.O

Atomic partial charges in e from the Löwdin method, atoms 1 to 8: -0.171 -0.119 0.062 0.077 0.088 0.083 0.001 -0.002

---

Q: total charge of number 6 (CH4N3P)?
A: 0

---

Copy entry 1 word for word.
# C3H2O2Zn

C3H2O2Zn as an isolated structure in a non-equilibrium geometry (wB97M-V/def2-TZVPD, the OMol25 dataset).

Geometry (Å):
H 2.94 -0.99 1.21
O -1.48 -0.97 0.52
O -0.88 0.99 0.00
C -2.64 -0.18 0.37
C -2.32 1.08 0.01
C -0.45 -0.19 0.32
H -3.57 -0.72 0.50
Zn 1.47 -0.65 0.61

Total charge ... 0
Largest force on an atom ... 1.28 eV Å⁻¹
Gap between HOMO and LUMO ... 7.77 eV
HOMO level ... -8.47 eV
Energy relative to the best compared isomer or geometry (same formula, charge and spin) ... 44.7 kcal per mole

The net atomic charges from Löwdin, expressed in e, are: -0.143 -0.035 -0.102 -0.161 -0.050 -0.413 0.103 0.803

---

Q: Which of these has the lowest total charge?
A: C11H12NO2